# 1
ORCA calculation (wB97M-V/def2-TZVPD) on one molecule with the formula C4H6ClNO4.

The calculation puts the relative energy (zero: lowest compared OMol25 entry of this formula, charge and spin) at 8.98 kcal per mole. The SMILES is COC(=O)[C@](C)(Cl)[N+](=O)[O-]. For the HOMO energy, the calculation gives -10.0671 eV. The strongest force on any atom is 5.4 eV/A. Its gap between HOMO and LUMO is 10.22 eV.

CARTESIAN COORDINATES (ANGSTROEM)
C  -2.2550  -0.1282  -1.0524
O  -0.8402  0.0784  -1.0410
C  -0.2277  0.2438  0.0399
O  -0.5330  0.4009  1.1514
C  1.5790  0.3067  -0.4187
C  2.3432  0.1547  0.8518
Cl  1.7312  1.8651  -1.2554
N  1.5926  -0.8113  -1.3756
O  1.1492  -0.6285  -2.4681
O  1.9663  -1.8374  -0.8953
H  -2.4362  -1.1906  -1.4576
H  -2.4211  0.6398  -1.8541
H  -2.5892  0.0203  -0.0749
H  3.1169  -0.4617  0.6920
H  1.7858  -0.2659  1.5779
H  2.7358  1.1841  1.2758

# 2
ORCA calculation (wB97M-V/def2-TZVPD) on C6H6N2 as an isolated structure.

The calculation puts the relative energy (zero: lowest compared OMol25 entry of this formula, charge and spin) at 69.86 kcal per mole. For the HOMO energy, the calculation gives -9.0973 eV. The strongest force on any atom is 2.7 eV/A. Its gap between HOMO and LUMO is 9.93 eV.

CARTESIAN COORDINATES (ANGSTROEM)
C  0.5366  -1.4378  1.1705
C  -0.0663  -0.1238  1.0542
C  -1.0968  0.1260  -0.0886
C  0.7337  0.8073  0.0726
C  0.8407  -0.0152  -1.2492
C  -0.4146  -0.5042  -1.2721
H  -0.2923  0.2056  2.0577
H  -2.1414  -0.0448  0.2149
H  -0.8679  2.2460  0.2792
H  1.6017  1.4181  0.3408
H  1.7729  -0.4090  -1.7080
H  -1.0344  -1.2330  -1.9075
N  0.9472  -2.5061  1.2757
N  -0.5192  1.4707  -0.2402